69
Properties=species:S:1:pos:R:3 method="wB97M-V/def2-TZVPD" total_charge=+3 fmax_ev_per_a=0.38 multiplicity=4 molar_mass_g_mol=809.8 relative_energy_ev=0.0000 s2=3.7801 gap_ha="0.2504 / 0.2061" e_homo_ev="-17.17 / -17.16"
Tc 0.02 -0.33 -0.45
C -0.22 -1.91 3.72
C 0.70 -0.70 3.62
S 1.53 -0.35 2.05
C 2.58 -1.78 1.77
C 1.85 -3.03 1.32
S 0.70 -2.74 -0.07
C -0.68 -3.84 0.36
C -1.23 -3.72 1.78
S -1.43 -2.03 2.38
H -0.76 -1.84 4.66
H 0.35 -2.84 3.77
H 1.49 -0.77 4.37
H 0.15 0.22 3.83
H 3.12 -2.00 2.69
H 3.31 -1.46 1.04
H 1.27 -3.48 2.11
H 2.56 -3.78 0.95
H -0.30 -4.85 0.17
H -1.44 -3.65 -0.39
H -0.62 -4.28 2.50
H -2.20 -4.21 1.79
F 4.98 0.08 -0.99
C 4.30 0.58 -2.00
F 4.93 1.56 -2.58
F 4.01 -0.39 -2.87
S 2.71 1.23 -1.29
O 2.10 -0.03 -0.69
O 2.99 2.23 -0.32
N 1.90 1.64 -2.57
S 0.47 2.27 -2.36
O -0.30 2.27 -3.55
O -0.17 1.59 -1.16
C 0.65 4.09 -1.80
F 0.54 4.14 -0.48
F -0.31 4.75 -2.38
F 1.83 4.50 -2.19
C 0.28 3.86 3.89
C -0.98 3.29 4.07
C -1.46 2.36 3.17
C -0.65 1.98 2.09
C 0.61 2.54 1.91
C 1.07 3.49 2.81
N -1.12 1.02 1.15
N -2.36 0.93 1.08
C -2.87 -0.01 0.19
C -4.24 -0.15 0.15
C -4.79 -1.10 -0.70
C -3.94 -1.87 -1.48
C -2.58 -1.66 -1.40
N -2.02 -0.74 -0.58
H 0.64 4.59 4.60
H -1.59 3.58 4.91
H -2.44 1.91 3.31
H 1.22 2.28 1.06
H 2.04 3.94 2.66
H -4.84 0.48 0.78
H -5.86 -1.23 -0.75
H -4.32 -2.62 -2.16
H -1.90 -2.24 -2.01
N 1.24 -1.60 -2.95
C 1.16 -1.63 -4.28
C -0.01 -0.98 -4.65
C -0.59 -0.58 -3.46
N 0.17 -0.97 -2.41
H 1.97 -1.98 -2.36
H 1.93 -2.10 -4.87
H -0.38 -0.82 -5.64
H -1.50 -0.03 -3.31

***

19
Properties=species:S:1:pos:R:3 method="wB97M-V/def2-TZVPD" fmax_ev_per_a=6.82 smiles="C/C=C/N(C)C=O.C#N" multiplicity=1 molar_mass_g_mol=126.2 relative_energy_ev=3.2259 gap_ha=0.3223 e_homo_ev=-7.89
C 0.08 -1.99 1.39
C 0.28 -1.08 0.10
C -0.69 -0.12 -0.09
N -0.76 0.67 -1.21
C 0.41 1.35 -1.69
C -1.98 0.96 -1.75
O -3.02 0.57 -1.26
H 0.50 -3.05 1.13
H -0.97 -2.01 1.77
H 0.79 -1.63 2.17
H 1.19 -1.21 -0.47
H -1.52 -0.21 0.44
H 1.25 0.93 -1.16
H 0.44 1.12 -2.75
H 0.58 2.46 -1.57
H -1.88 1.52 -2.70
C -0.48 1.67 2.21
N 0.02 1.54 1.17
H -1.04 1.78 3.17

***

15
Properties=species:S:1:pos:R:3 method="wB97M-V/def2-TZVPD" fmax_ev_per_a=1.44 multiplicity=1 molar_mass_g_mol=149.2 relative_energy_ev=1.3756 gap_ha=0.3212 e_homo_ev=-8.68
H 1.84 -1.10 1.69
N 1.13 -0.34 1.74
C 0.25 -0.54 0.84
N -0.01 -1.74 0.16
C -0.37 -1.71 -1.27
N -0.58 0.50 0.45
S -0.59 1.99 1.29
C 0.05 3.06 0.15
S 0.22 4.64 0.32
H 0.71 -2.42 0.37
H -1.44 -1.49 -1.35
H 0.16 -0.98 -1.91
H -0.19 -2.71 -1.68
H -1.46 0.26 -0.03
H 0.30 2.58 -0.79

***

95
Properties=species:S:1:pos:R:3 method="wB97M-V/def2-TZVPD" fmax_ev_per_a=1.30 multiplicity=1 molar_mass_g_mol=762.1 relative_energy_ev=1.4202 gap_ha=0.2297 e_homo_ev=-5.93
K -0.28 -0.14 -0.08
C 4.81 -1.29 5.37
C 3.82 -0.69 4.41
C 3.12 0.48 4.71
C 2.18 1.00 3.86
C 1.85 0.40 2.61
N 0.86 0.88 1.81
C 0.68 2.22 1.67
C 1.77 3.13 1.61
C 1.62 4.47 1.37
C 0.36 5.04 1.17
C 0.18 6.50 0.87
C -0.72 4.18 1.24
C -0.59 2.82 1.49
N -1.82 2.10 1.64
C -2.78 2.46 2.52
C -3.89 1.69 2.25
C -3.50 0.90 1.17
N -2.25 1.14 0.80
C 2.59 -0.77 2.31
C 3.52 -1.29 3.20
N 2.48 -1.43 1.05
C 3.55 -1.74 0.27
C 3.07 -2.47 -0.80
C 1.69 -2.53 -0.59
N 1.34 -1.91 0.53
H 5.22 -0.53 6.03
H 5.64 -1.76 4.84
H 4.34 -2.06 5.99
H 3.32 0.99 5.65
H 1.64 1.90 4.13
H 2.77 2.72 1.74
H 2.50 5.11 1.33
H 1.01 7.09 1.27
H -0.74 6.88 1.32
H 0.12 6.69 -0.20
H -1.72 4.58 1.10
H -2.60 3.21 3.27
H -4.84 1.71 2.76
H -4.09 0.16 0.64
H 4.03 -2.21 2.93
H 4.54 -1.44 0.54
H 3.64 -2.90 -1.61
H 0.93 -3.01 -1.20
C -2.71 -5.56 1.99
C -2.85 -4.16 2.57
S -2.43 -2.79 1.45
C -3.77 -2.83 0.23
C -3.60 -3.80 -0.94
S -1.96 -3.67 -1.73
C -1.25 -5.36 -1.67
C -1.67 -6.31 -0.57
S -1.13 -5.87 1.12
H -3.52 -5.79 1.30
H -2.76 -6.29 2.80
H -2.16 -4.02 3.40
H -3.87 -4.00 2.93
H -3.80 -1.81 -0.15
H -4.71 -3.04 0.76
H -4.34 -3.56 -1.71
H -3.76 -4.83 -0.64
H -0.18 -5.18 -1.60
H -1.45 -5.82 -2.64
H -1.22 -7.28 -0.78
H -2.75 -6.47 -0.55
N -2.32 -0.15 -2.47
C -2.62 1.09 -3.01
C -3.76 1.32 -3.75
C -4.02 2.58 -4.31
C -3.16 3.63 -4.13
C -2.00 3.44 -3.34
C -1.06 4.47 -3.10
C 0.03 4.23 -2.31
C 0.17 2.95 -1.74
N -0.66 1.96 -1.95
C -1.73 2.18 -2.76
H -2.76 -0.94 -2.91
H -1.34 -0.29 -2.27
H -4.46 0.51 -3.91
H -4.92 2.72 -4.89
H -3.34 4.59 -4.58
H -1.23 5.45 -3.55
H 0.76 5.00 -2.11
H 1.00 2.75 -1.06
C 4.38 -1.16 -3.84
N 3.68 -0.06 -3.21
C 4.48 0.96 -2.56
C 2.40 -0.16 -2.92
N 1.27 -0.26 -2.67
H 4.93 -0.80 -4.71
H 3.67 -1.91 -4.17
H 5.09 -1.62 -3.15
H 5.21 1.36 -3.27
H 5.03 0.55 -1.71
H 3.84 1.77 -2.21

***

10
Properties=species:S:1:pos:R:3 method="wB97M-V/def2-TZVPD" fmax_ev_per_a=2.42 smiles="C=C[N+](=O)[O-].F" multiplicity=1 molar_mass_g_mol=93.1 relative_energy_ev=3.9093 gap_ha=0.3897 e_homo_ev=-11.37
C 0.78 0.63 -1.46
C 0.58 0.22 -0.17
N -0.64 0.72 0.50
O -1.36 1.44 -0.12
O -0.84 0.32 1.62
H 1.70 0.57 -2.13
H -0.04 1.25 -1.86
H 1.21 -0.48 0.45
F -0.49 -2.70 1.37
H -0.90 -1.97 1.78

***

12
Properties=species:S:1:pos:R:3 method="wB97M-V/def2-TZVPD" total_charge=-1 fmax_ev_per_a=3.62 multiplicity=1 molar_mass_g_mol=88.1 relative_energy_ev=2.0541 gap_ha=0.3051 e_homo_ev=-4.18
C 1.44 1.42 0.48
C -0.81 0.93 0.47
N 0.11 1.81 0.13
H 2.10 2.28 0.63
H 1.64 0.96 1.43
H 1.83 0.56 -0.17
H -1.80 0.88 -0.02
H -0.46 0.08 1.15
O -2.25 -1.89 -0.90
C -1.03 -2.24 -1.04
O -0.07 -1.92 -0.24
H -0.69 -2.87 -1.92